Molecular formula: C46H47CeN8O4S
Method: DFT, the ωB97M-V functional and the def2-TZVPD basis

## Properties
- Energy above the lowest of the compared OMol25 structures with the same formula, charge and spin: 0.0 kJ/mol
- Kohn-Sham gap (spin up / spin down): 0.233 / 0.233 Ha
- Multiplicity: 2
- Energy: -3393.1371 hartree
- Net charge: +2

Positions of all 107 atoms, in Å:
Ce  -4.968527  -23.173610  5.125036
C  -3.747929  -28.372179  10.414859
C  -3.770783  -27.496911  9.180727
C  -2.935476  -27.680913  8.067576
C  -3.011429  -26.942664  6.881721
C  -2.077045  -27.447459  5.885514
N  -1.769646  -27.015863  4.670909
C  -2.102517  -25.875456  3.812091
C  -0.976811  -24.834301  3.903977
C  -0.873051  -23.907545  2.739626
N  -1.997387  -23.054877  2.597126
C  -1.954079  -21.887664  2.026914
C  -3.076855  -21.047445  1.820912
C  -2.973719  -19.791930  1.154412
C  -4.012886  -18.853077  1.086405
C  -3.916416  -17.552147  0.278185
C  -5.153772  -19.098955  1.859396
C  -5.284895  -20.296321  2.619404
C  -6.299963  -20.359738  3.643896
N  -6.460401  -21.266130  4.569544
C  -7.444227  -20.911340  5.617411
C  -7.860966  -22.168368  6.391046
C  -6.919567  -22.530904  7.536799
N  -6.038662  -23.692942  7.189011
C  -5.526131  -24.389634  8.172254
C  -4.693572  -25.554374  8.041727
C  -4.654242  -26.415292  9.163826
C  -3.961066  -25.829318  6.867112
O  -4.144045  -25.163022  5.767715
C  -4.337806  -21.344218  2.468301
O  -4.510536  -22.520165  3.014426
H  -3.017704  -29.180771  10.331523
H  -4.709752  -28.817209  10.562981
H  -3.487618  -27.807081  11.317034
H  -2.203550  -28.485967  8.112236
H  -1.506996  -28.324993  6.224026
H  -0.939177  -27.506331  4.331480
H  -3.060383  -25.492046  4.079329
H  -2.132160  -26.364323  2.801850
H  -0.005599  -25.348126  3.919584
H  -1.064166  -24.293440  4.882496
H  -0.735049  -24.443437  1.788627
H  -0.001910  -23.256081  2.911737
H  -2.947165  -23.359167  2.821969
H  -1.012295  -21.531073  1.604282
H  -2.012693  -19.582962  0.670457
H  -3.038432  -17.629386  -0.379842
H  -3.720092  -16.697324  0.918991
H  -4.815237  -17.392508  -0.315650
H  -5.943621  -18.326943  1.854131
H  -7.027253  -19.522835  3.567102
H  -8.314677  -20.474883  5.138936
H  -7.025725  -20.162160  6.289003
H  -7.921818  -23.001050  5.689965
H  -8.840710  -21.982691  6.823541
H  -7.513087  -22.789606  8.430170
H  -6.241609  -21.704508  7.808278
H  -5.732557  -24.156126  9.219949
H  -5.279416  -26.275785  10.052994
N  -9.476678  -24.557522  3.049653
C  -8.174426  -24.198786  2.927760
S  -6.942932  -24.994293  3.806634
N  -7.860265  -23.231391  2.022686
C  -8.628146  -22.138447  1.610979
C  -8.157084  -21.304752  0.593631
C  -8.908983  -20.199603  0.190302
C  -10.107251  -19.880726  0.824351
C  -10.569639  -20.721228  1.836608
C  -9.848136  -21.822709  2.253981
H  -9.646203  -25.340811  3.679045
H  -10.055417  -24.537005  2.197865
H  -6.861689  -23.192060  1.832154
H  -7.176565  -21.455504  0.135566
H  -8.518195  -19.603272  -0.647891
H  -10.695100  -19.015345  0.498623
H  -11.507730  -20.529558  2.354779
H  -10.194854  -22.406713  3.125804
O  -2.703501  -22.774247  6.598395
C  -2.852252  -21.526886  6.704387
N  -2.280619  -20.661124  7.595112
C  -2.769956  -19.267541  7.475757
C  -3.854923  -19.538417  6.298035
O  -4.666720  -18.695400  5.894418
N  -3.782328  -20.851733  5.924835
C  -1.636996  -18.299965  6.977117
C  -1.937776  -17.398410  5.925084
C  -0.915186  -16.745437  5.261492
C  0.400874  -16.932472  5.619727
C  0.696108  -17.664784  6.777785
C  -0.324011  -18.322749  7.468646
C  -3.392337  -18.717192  8.787105
C  -2.809307  -18.917378  10.069859
C  -3.456878  -18.475391  11.214872
C  -4.653125  -17.742869  11.137646
C  -5.182843  -17.473293  9.900617
C  -4.536769  -17.907718  8.724409
H  -1.550744  -20.904580  8.248931
H  -2.981797  -17.244936  5.694063
H  -1.170506  -16.071234  4.441543
H  1.208997  -16.537432  5.012806
H  1.715391  -17.820087  7.105434
H  -0.079752  -18.863553  8.399087
H  -1.863483  -19.444305  10.136025
H  -3.053339  -18.714602  12.180302
H  -5.096536  -17.439033  12.070745
H  -6.103462  -16.891043  9.742737
H  -4.922165  -17.636047  7.742402

Cartesian forces (eV/Å) of the 2 atoms listed first:
Ce 0.988 1.195 0.322
C 0.986 0.115 -0.237

=====

Molecular formula: C46H48As2Ge2NSTi
Method: DFT, the ωB97M-V functional and the def2-TZVPD basis

## Properties
- Energy above the lowest of the compared OMol25 structures with the same formula, charge and spin: 278.5 kJ/mol
- Kohn-Sham gap (spin up / spin down): 0.187 / 0.186 Ha
- Multiplicity: 2
- Energy: -11707.9679 hartree
- Net charge: +4

Positions of all 101 atoms, in Å:
Ti  0.167694  -0.041877  -0.044131
C  1.072744  -3.145469  0.881276
C  0.739928  -2.679565  2.299123
As  0.704300  -0.709454  2.437361
C  1.565412  -0.254059  4.133495
C  2.294376  -1.190154  4.855656
C  2.627615  -0.906408  6.173071
C  2.260642  0.304067  6.742565
C  1.593845  1.261902  5.986530
C  1.247201  0.990276  4.674572
C  -1.099855  -0.322600  3.042867
C  -1.798803  0.700116  2.413633
C  -3.050850  1.088024  2.865609
C  -3.603712  0.439640  3.958756
C  -2.905299  -0.575683  4.602195
C  -1.652656  -0.956994  4.151024
As  -0.133871  -2.619030  -0.602556
C  -0.511273  -4.301757  -1.548365
C  -0.574387  -5.488805  -0.832898
C  -0.913145  -6.652340  -1.508280
C  -1.178266  -6.622140  -2.871351
C  -1.120966  -5.424568  -3.570849
C  -0.784875  -4.253119  -2.909842
C  -1.910182  -2.231754  0.064370
C  -2.664516  -3.017338  0.929338
C  -4.005640  -2.725379  1.118272
C  -4.603690  -1.676817  0.422993
C  -3.858255  -0.880652  -0.431328
C  -2.510742  -1.157190  -0.601108
H  1.194061  -4.227727  0.854868
H  2.037583  -2.716885  0.594830
H  1.510508  -3.066846  2.963240
H  -0.220564  -3.044583  2.659527
H  2.608997  -2.126202  4.414655
H  3.167212  -1.641970  6.754135
H  2.494456  0.502902  7.779658
H  1.333118  2.213642  6.429359
H  0.716176  1.726588  4.081505
H  -1.326985  1.253354  1.593517
H  -3.583048  1.896495  2.382615
H  -4.581498  0.730620  4.319839
H  -3.329618  -1.057874  5.473006
H  -1.091915  -1.720757  4.678681
H  -0.370169  -5.533458  0.229639
H  -0.971485  -7.586012  -0.965484
H  -1.435874  -7.535166  -3.390644
H  -1.330389  -5.402208  -4.631603
H  -0.720977  -3.314478  -3.446875
H  -2.224833  -3.881253  1.413030
H  -4.595205  -3.331576  1.793570
H  -5.663673  -1.490359  0.536382
H  -4.323708  -0.063705  -0.967261
H  -1.933787  -0.598059  -1.356984
C  0.625674  1.131051  -5.479013
Ge  -1.053932  1.708750  -4.653317
C  -2.395230  0.299477  -4.390687
C  -1.672582  3.541717  -4.934126
Ge  -0.123282  1.872780  -1.955651
C  1.503976  2.804849  -1.297960
C  2.022010  2.428257  -0.053835
C  3.125530  3.049835  0.502582
C  3.749585  4.071115  -0.205560
C  3.240584  4.477993  -1.430694
C  2.118472  3.857772  -1.969657
C  -1.382512  2.525595  -0.559861
C  -1.016024  3.391133  0.490227
C  -1.972781  4.148600  1.137340
C  -3.310002  4.068439  0.750321
C  -3.691891  3.201445  -0.269456
C  -2.746564  2.411850  -0.895748
H  0.456464  1.109020  -6.558566
H  0.904331  0.131005  -5.151775
H  1.431128  1.835773  -5.277465
H  -2.708026  -0.029436  -5.385035
H  -3.276788  0.680541  -3.877681
H  -1.990635  -0.560051  -3.859098
H  -1.703411  3.693128  -6.016054
H  -0.994191  4.278111  -4.506467
H  -2.669751  3.680478  -4.522228
H  1.522051  1.622394  0.529989
H  3.486837  2.756151  1.480764
H  4.617827  4.561503  0.214453
H  3.714457  5.289520  -1.967480
H  1.710644  4.218312  -2.907139
H  0.019498  3.517555  0.768925
H  -1.673540  4.822944  1.928761
H  -4.050139  4.687844  1.240493
H  -4.729387  3.147426  -0.573518
H  -3.051603  1.735879  -1.689398
S  1.958753  -0.515115  -1.705679
C  3.639803  -0.043243  -1.595514
N  4.303242  0.093401  -2.764100
C  5.608830  0.408500  -2.838609
C  6.327921  0.618304  -1.687955
C  5.693001  0.448485  -0.460436
C  4.347413  0.112955  -0.413463
H  3.803628  -0.103668  -3.624848
H  6.049348  0.487184  -3.823088
H  7.375030  0.878848  -1.747164
H  6.258361  0.577053  0.453859
H  3.846756  -0.066857  0.525391

Cartesian forces (eV/Å) of the 2 atoms listed first:
Ti -0.035 -0.823 -0.252
C 0.010 0.057 0.038